Record 1
The following is a quantum chemistry calculation of C3H2N4O2 in the gas phase, from the Open Molecules 2025 dataset.

As for the SMILES: O=c1nncnc(O)n1. The HOMO-LUMO gap is 8.283 eV. The LUMO energy comes out at -1.478 eV. The value obtained for the max |F| is 2.61 eV/A. The calculation puts the relative energy (zero: lowest compared OMol25 entry of this formula, charge and spin) at 0.817 eV. As for the total charge: 0.

Positions of all 11 atoms, in Å:
C1 -0.759137 0.746921 0.373923
C2 1.290165 -0.360743 0.525158
C3 -0.389780 -0.449442 -1.521917
H1 -0.976449 1.758977 1.906564
H2 2.292805 -0.493543 0.954944
N1 0.543136 0.663211 0.792505
N2 0.816394 -1.594843 0.058128
N3 -0.004082 -1.722824 -0.861899
N4 -1.233168 0.291573 -0.758050
O1 -1.559578 1.421189 1.200098
O2 -0.020307 -0.260475 -2.669453

Atomic forces in eV per Å
C -0.9 -0.7 -1.6
C -0.9 0.1 0.7
C 1.0 -0.4 -2.4
H -0.4 -0.1 -0.2
H -0.3 0.7 -0.3
N 1.4 -0.4 0.4
N 0.1 -0.3 -0.5
N -0.3 0.7 0.3
N 0.2 0.8 1.6
O 0.6 -0.1 -0.1
O -0.7 -0.2 2.1

natural (NBO) population analysis, charges in e, atoms 1 to 8: 0.70, 0.26, 0.70, 0.50, 0.21, -0.50, -0.17, -0.07

***

Record 2
The following is a quantum chemistry calculation of a 10-piece molecular cluster, C23H48F12N12O25S12 overall, from the Open Molecules 2025 dataset.

The HOMO-LUMO gap is 7.170 eV. The LUMO energy comes out at 2.304 eV. The value obtained for the max |F| is 10.79 eV/A. As for the total charge: -2.

Positions of all 132 atoms, in Å:
C1 6.537660 24.382350 8.013380
C2 7.173840 22.981330 8.421610
N1 6.559700 21.770710 7.757200
C3 5.788950 20.802400 8.338170
C4 5.621740 19.813170 7.355170
N2 6.339860 20.159980 6.219050
C5 6.925260 21.387740 6.484560
C6 6.450680 19.468550 4.925920
H1 7.019520 25.311190 8.318640
H2 5.477160 24.402240 8.264450
H3 6.550940 24.435220 6.924750
H4 7.122920 22.915520 9.508430
H5 8.227990 23.013790 8.146280
H6 5.387270 20.806270 9.340690
H7 5.165090 18.847200 7.512600
H8 7.649610 21.901580 5.869990
H9 5.580370 19.697660 4.310960
H10 6.371430 18.387980 5.045010
H11 7.350320 19.742520 4.374840
C7 2.672930 21.680330 6.231740
C8 2.351000 20.542020 7.155670
N3 2.417730 19.217770 6.516030
C9 2.579490 18.039440 7.178220
C10 2.468880 17.003550 6.165690
N4 2.152510 17.570110 4.933980
C11 2.087860 18.903740 5.195640
C12 1.738310 16.937470 3.758550
H12 2.291840 22.618180 6.635860
H13 2.054590 21.742490 5.336260
H14 3.719700 21.796960 5.951080
H15 1.394560 20.648260 7.667560
H16 3.125060 20.444230 7.916840
H17 2.647980 17.958160 8.252980
H18 2.368690 15.949320 6.377750
H19 1.703570 19.556230 4.425600
H20 2.622620 16.676770 3.177060
H21 1.190500 17.547170 3.040030
H22 1.239660 15.999730 4.003700
C13 -0.669820 23.628720 3.528940
C14 0.366400 23.115280 2.541920
O1 1.058590 23.867320 1.846370
N5 0.623900 21.653090 2.699360
H23 1.577010 21.484020 2.987630
H24 0.051230 21.158360 3.368230
C15 0.451640 20.948660 1.329990
H25 -0.851100 24.701790 3.467640
H26 -0.238380 23.495120 4.520970
H27 -1.612840 23.102280 3.381730
H28 -0.539600 21.080700 0.896280
H29 0.550340 19.885430 1.548830
H30 1.257820 21.414980 0.763670
C16 2.529130 16.600710 0.341580
C17 2.490560 15.099680 -0.100450
C18 1.496010 14.724930 -1.280170
N6 1.752710 13.354590 -1.907800
C19 1.629820 12.185690 -0.880900
C20 3.010590 13.254730 -2.776590
C21 2.801610 13.995140 -4.058180
C22 1.285610 14.025610 -4.306540
C23 0.707000 13.259890 -3.076580
H31 1.541330 16.754820 0.775870
H32 2.703180 17.250760 -0.515880
H33 3.254600 16.791470 1.132410
H34 2.500300 14.518720 0.821760
H35 3.516090 14.897490 -0.409480
H36 1.639070 15.436090 -2.093730
H37 0.458230 14.712490 -0.947080
H38 1.977300 11.316150 -1.438800
H39 0.594630 11.925110 -0.660470
H40 2.242270 12.420500 -0.010340
H41 3.194520 12.227580 -3.091620
H42 3.899780 13.529430 -2.209150
H43 3.328760 13.493830 -4.869910
H44 3.201600 15.005620 -3.974310
H45 0.926810 13.607880 -5.247220
H46 0.808670 15.005540 -4.287580
H47 0.573630 12.194380 -3.263680
H48 -0.235820 13.713260 -2.770580
N7 -0.913640 20.255920 4.230590
S1 -1.881450 19.161260 3.915470
O2 -3.300140 19.457940 3.904450
O3 -1.414880 17.802130 4.251150
F1 -1.523930 19.204650 2.320810
S2 -1.703610 20.806670 5.632170
O4 -1.896780 19.877230 6.767720
O5 -2.711450 21.832160 5.389920
F2 -0.447890 21.662670 6.165860
N8 3.818240 17.202240 10.289100
S3 4.729280 17.911930 11.228330
O6 4.843860 17.303250 12.552140
O7 4.987440 19.357090 11.165940
F3 6.070580 17.341760 10.473860
S4 2.500310 18.152620 10.834650
O8 2.118960 19.294190 10.037840
O9 2.235200 18.317720 12.247130
F4 1.393810 17.093780 10.400970
N9 3.256590 21.327820 3.000450
S5 4.105920 22.540170 3.085190
O10 4.232760 23.240800 1.815150
O11 5.225730 22.514740 4.007350
F5 3.066820 23.504750 3.835300
S6 4.149420 20.464200 1.886180
O12 5.614310 20.659700 1.870250
O13 3.367960 20.323180 0.653180
F6 3.891110 18.993140 2.530360
N10 5.801880 14.214090 6.515160
S7 6.635760 15.333840 7.064680
O14 6.232400 16.729070 7.019530
O15 8.117720 15.068790 7.074530
F7 6.252730 15.114670 8.649550
S8 5.780920 14.766100 4.936460
O16 6.993570 14.596140 4.233840
O17 4.958410 15.942520 4.605810
F8 4.942600 13.552060 4.318640
N11 -1.534860 13.759950 -0.147530
S9 -1.103040 13.755390 1.466000
O18 -2.173210 13.620480 2.517990
O19 0.152390 14.430500 1.816480
F9 -0.531380 12.236140 1.425570
S10 -2.377100 14.974000 -0.113330
O20 -1.871970 16.210680 0.475530
O21 -3.778670 14.701760 -0.084130
F10 -2.042400 15.379420 -1.693350
N12 1.588340 13.418630 6.995610
S11 0.555790 12.463820 7.847880
O22 0.814460 11.030380 7.930510
O23 -0.820300 12.949870 8.013490
F11 1.214940 12.892800 9.250800
S12 0.843250 13.219270 5.734100
O24 -0.186030 14.210300 5.578910
O25 0.728650 11.910610 5.076800
F12 2.075430 13.919420 4.913910

Atomic forces in eV per Å
C -0.5 -1.6 -1.1
C -0.3 1.4 -0.3
N 1.5 0.9 -1.1
C -0.4 -1.4 -2.2
C 0.6 0.7 1.1
N 0.9 2.6 1.4
C -1.4 -1.7 1.4
C -0.9 -0.6 -0.3
H 0.3 -0.5 0.6
H 0.1 0.1 0.3
H 0.0 -0.1 -0.2
H -0.2 -0.6 -0.2
H -0.1 -0.3 0.0
H 0.1 0.1 0.1
H 0.0 -0.1 -0.4
H -0.4 0.0 -0.1
H 0.1 0.4 0.1
H 0.4 0.0 0.5
H -0.1 0.1 0.4
C -0.8 0.9 -0.4
C 0.5 -0.5 0.3
N -1.5 -1.0 -3.1
C -0.2 -2.9 -3.2
C -0.5 1.4 2.3
N 0.3 3.3 5.0
C 0.4 -0.1 0.5
C 0.5 -1.7 -2.2
H 0.5 0.1 0.8
H 0.1 -0.8 -0.3
H -0.1 -0.2 0.1
H 0.0 -0.1 -0.2
H -0.3 0.4 0.2
H 0.3 0.0 -0.4
H 0.4 -0.1 -0.3
H 0.4 0.3 0.4
H 0.3 -0.3 0.3
H -0.5 0.3 0.8
H -0.3 0.2 -0.1
C 0.3 0.0 -0.7
C 1.4 3.5 0.1
O -2.0 -3.3 1.4
N -0.8 1.0 -3.1
H 1.2 0.2 -0.2
H -1.3 0.0 0.8
C 0.7 0.4 0.9
H 0.2 -0.1 -0.6
H -0.3 -0.5 0.2
H 0.0 -0.2 0.5
H 0.1 0.4 0.4
H 0.4 0.2 -0.4
H -0.3 -0.6 -0.4
C -1.3 -1.2 -0.5
C 1.4 0.3 -0.4
C 1.5 0.2 1.7
N -1.0 -0.4 -1.4
C 0.2 0.4 -1.6
C 0.7 -0.7 1.1
C -0.2 1.3 -0.6
C -0.7 -0.3 1.3
C -0.1 -0.2 0.2
H -0.1 0.6 -0.1
H 0.0 0.2 0.1
H 0.2 -0.3 -0.3
H -1.2 -0.3 -0.2
H 0.2 -0.1 -0.7
H -0.1 0.1 0.1
H 0.1 0.0 0.0
H 0.5 0.0 0.2
H 0.0 0.9 0.3
H -0.3 -0.1 -0.1
H -0.6 -0.4 0.7
H -0.2 0.3 0.1
H 0.1 0.1 0.1
H 0.0 0.1 -0.2
H 0.3 -0.4 0.1
H 0.6 0.3 0.0
H 0.0 0.0 0.0
H 0.1 -0.3 0.4
N 0.0 3.5 4.9
S -2.6 -9.0 -4.9
O 1.7 0.1 0.8
O -1.1 3.3 0.0
F -0.2 0.0 0.1
S -0.4 1.9 4.0
O 0.4 1.6 -3.5
O 1.7 -1.7 -0.1
F 0.0 -0.1 -0.5
N -5.6 1.8 -1.0
S 9.8 -0.2 4.5
O -0.3 1.2 -1.7
O -1.2 -1.2 -0.3
F -0.4 0.5 0.5
S -5.0 -1.0 -0.2
O 1.3 -0.4 -0.4
O 1.2 -0.4 -1.2
F 0.5 0.0 -0.1
N 0.3 -5.0 -1.3
S 3.1 8.3 0.8
O 0.5 -1.1 1.3
O -1.0 -0.2 -0.9
F -0.2 -0.4 0.4
S -0.5 -3.2 -2.5
O -3.7 -0.5 0.3
O 1.9 0.8 2.0
F 0.6 1.3 0.0
N -1.9 0.0 -4.4
S 6.3 2.8 8.0
O 0.1 -0.6 -1.6
O -3.7 0.8 -0.6
F 0.3 -0.6 -1.2
S -3.8 -1.3 -2.3
O 1.4 0.5 -0.1
O 1.3 -1.8 1.1
F -0.1 0.5 0.7
N 3.4 -3.2 3.4
S 1.4 -3.4 5.3
O 2.8 1.2 -4.1
O -2.4 -0.2 -1.3
F -0.4 0.3 -0.5
S -3.9 7.2 -3.3
O -0.5 -2.0 0.3
O 0.3 0.3 0.0
F -0.5 -0.4 -0.1
N -0.2 -2.8 5.0
S -0.3 -1.0 6.7
O -0.5 1.8 -1.3
O 2.2 -1.0 -1.1
F -0.1 0.2 0.0
S -0.5 1.9 -9.2
O -0.3 -0.9 -0.6
O -0.1 1.9 1.6
F -0.1 -0.1 -1.0

Mulliken population analysis, charges in e, atoms 1 to 8: -0.99, -0.67, 0.29, -0.70, -0.72, 0.47, -0.53, -0.42

***

Question: The lowest max |F| belongs to which entry?
Answer: C3H2N4O2